No. 1
Here is one molecule with the formula C23H27FN2O2 from OMol25. Energies are from ωB97M-V/def2-TZVPD.

Structure (XYZ):
```
55
Properties=species:S:1:pos:R:3
O 0.744 -1.022 2.495
C 1.052 -0.828 1.327
C 0.942 0.512 0.717
C 0.216 1.455 1.328
C 0.019 2.825 0.904
C 0.446 3.316 -0.335
C 0.235 4.627 -0.688
C -0.408 5.511 0.184
O -0.542 6.784 -0.274
C -1.226 7.744 0.503
C -2.748 7.584 0.424
C -3.255 7.894 -0.978
F -3.145 9.240 -1.233
C -0.840 5.036 1.419
C -0.629 3.715 1.762
N 1.567 -1.832 0.562
C 1.670 -1.873 -0.876
C 0.597 -2.803 -1.450
N 0.767 -4.131 -0.897
C -0.121 -5.108 -1.501
C 0.276 -6.509 -1.122
C -0.675 -7.453 -0.761
C -0.295 -8.743 -0.434
C 1.041 -9.101 -0.457
C 1.997 -8.163 -0.812
C 1.616 -6.876 -1.146
C 0.622 -4.085 0.548
C 1.683 -3.157 1.136
H 1.496 0.721 -0.184
H -0.275 1.169 2.251
H 0.942 2.659 -1.034
H 0.564 5.006 -1.644
H -0.942 8.707 0.069
H -0.887 7.719 1.545
H -3.217 8.266 1.135
H -3.032 6.561 0.673
H -2.659 7.377 -1.736
H -4.315 7.641 -1.088
H -1.338 5.683 2.124
H -0.968 3.363 2.725
H 1.559 -0.883 -1.313
H 2.657 -2.271 -1.138
H 0.708 -2.856 -2.536
H -0.402 -2.385 -1.221
H -0.038 -5.002 -2.589
H -1.177 -4.929 -1.227
H -1.721 -7.178 -0.737
H -1.045 -9.470 -0.157
H 1.338 -10.107 -0.199
H 3.042 -8.437 -0.830
H 2.352 -6.137 -1.420
H 0.755 -5.094 0.944
H -0.379 -3.721 0.841
H 1.557 -3.069 2.215
H 2.678 -3.550 0.907
```

Summary:
energy relative to the best compared isomer or geometry (same formula, charge and spin)	50.07	kcal per mole
structure (SMILES)	O=C(/C=C/c1ccc(OCCCF)cc1)N1CCN(Cc2ccccc2)CC1
frontier orbital gap	8.55	eV
E_HOMO	-8.2	eV
total energy	-1252.478631	Eh
E_LUMO	0.3	eV



No. 2
Here is one molecule with the formula C23H27N3O3S from OMol25. Energies are from ωB97M-V/def2-TZVPD.

Structure (XYZ):
```
57
Properties=species:S:1:pos:R:3
C 0.037 1.193 1.655
O -0.658 0.767 0.507
C 0.180 0.229 -0.485
C -0.655 -0.700 -1.373
N -1.062 -1.858 -0.625
C -2.176 -1.982 0.173
C -3.289 -1.043 0.195
C -3.939 -0.650 -0.968
C -5.008 0.228 -0.929
C -5.449 0.731 0.290
O -6.485 1.601 0.448
C -7.174 2.043 -0.695
C -4.808 0.327 1.463
C -3.747 -0.547 1.416
C -1.999 -3.148 0.878
N -0.829 -3.737 0.538
C -0.283 -2.936 -0.338
S 1.277 -3.225 -1.074
C 2.229 -3.519 0.466
C 2.523 -2.172 1.103
O 2.022 -1.819 2.147
N 3.351 -1.414 0.334
C 3.651 -0.050 0.501
C 3.696 0.510 1.771
C 3.989 1.852 1.913
C 4.255 2.622 0.797
C 4.220 2.074 -0.480
C 4.525 2.952 -1.659
C 3.899 0.725 -0.640
C 3.814 0.092 -2.002
H 0.576 0.360 2.121
H -0.716 1.573 2.341
H 0.754 1.987 1.414
H 0.628 1.030 -1.093
H 0.992 -0.342 -0.019
H -0.068 -1.020 -2.238
H -1.544 -0.160 -1.701
H -3.633 -1.057 -1.922
H -5.490 0.506 -1.853
H -6.511 2.583 -1.380
H -7.944 2.722 -0.332
H -7.648 1.212 -1.227
H -5.166 0.721 2.401
H -3.251 -0.849 2.325
H -2.654 -3.605 1.593
H 1.608 -4.131 1.116
H 3.138 -4.047 0.179
H 3.620 -1.810 -0.555
H 3.496 -0.104 2.632
H 4.020 2.293 2.897
H 4.495 3.669 0.915
H 3.652 3.059 -2.303
H 5.339 2.537 -2.252
H 4.818 3.943 -1.323
H 3.785 0.845 -2.782
H 4.682 -0.544 -2.186
H 2.915 -0.517 -2.095
```

Summary:
energy relative to the best compared isomer or geometry (same formula, charge and spin)	37.42	kcal per mole
structure (SMILES)	COCCn1c(-c2ccc(OC)cc2)cnc1SCC(=O)Nc1cccc(C)c1C
frontier orbital gap	8.15	eV
E_HOMO	-7.7	eV
total energy	-1680.826261	Eh
E_LUMO	0.5	eV



No. 3
Here is one molecule with the formula C23H27N3O3S from OMol25. Energies are from ωB97M-V/def2-TZVPD.

Structure (XYZ):
```
57
Properties=species:S:1:pos:R:3
C 1.988 3.368 -2.064
C 2.747 2.493 -1.115
C 4.123 2.443 -1.155
C 4.846 1.633 -0.284
C 4.219 0.840 0.654
C 5.001 -0.040 1.582
C 2.815 0.873 0.704
N 2.135 0.093 1.602
C 0.777 -0.006 1.714
O 0.276 -0.820 2.484
C 0.014 0.893 0.862
C -1.490 0.853 0.987
N -2.112 0.325 -0.218
C -2.889 1.245 -1.015
C -4.317 1.445 -0.474
C -5.098 0.131 -0.324
C -5.038 -0.140 1.178
C -5.008 1.280 1.738
O -4.263 2.051 0.815
C -1.871 -0.938 -0.646
S -2.309 -1.441 -2.172
N -1.303 -1.805 0.222
C -0.609 -2.991 -0.229
C 0.842 -2.701 -0.442
C 1.461 -1.757 -1.210
C 2.850 -1.907 -0.981
C 2.970 -2.926 -0.087
O 1.761 -3.408 0.248
C 0.652 1.682 -0.032
C 2.073 1.696 -0.165
H 2.675 3.891 -2.725
H 1.403 4.111 -1.522
H 1.307 2.777 -2.674
H 4.657 3.043 -1.877
H 5.924 1.624 -0.348
H 6.066 0.075 1.398
H 4.740 -1.087 1.431
H 4.807 0.221 2.623
H 2.667 -0.535 2.192
H -1.759 0.258 1.867
H -1.889 1.857 1.135
H -2.389 2.216 -1.037
H -2.951 0.850 -2.032
H -4.827 2.135 -1.162
H -6.131 0.272 -0.642
H -4.658 -0.666 -0.917
H -4.123 -0.673 1.435
H -5.891 -0.709 1.541
H -6.028 1.684 1.816
H -4.522 1.360 2.712
H -0.998 -1.478 1.132
H -0.713 -3.775 0.524
H -1.079 -3.312 -1.165
H 0.986 -1.056 -1.865
H 3.640 -1.335 -1.423
H 3.824 -3.398 0.358
H 0.070 2.325 -0.675
```

Summary:
energy relative to the best compared isomer or geometry (same formula, charge and spin)	19.32	kcal per mole
structure (SMILES)	Cc1ccc(C)c2[nH]c(=O)c(CN(C[C@H]3CCCO3)C(=S)NCc3ccco3)cc12
frontier orbital gap	7.70	eV
E_HOMO	-7.8	eV
total energy	-1680.855091	Eh
E_LUMO	-0.1	eV



No. 4
Here is one molecule with the formula C23H27N3O3S from OMol25. Energies are from ωB97M-V/def2-TZVPD.

Structure (XYZ):
```
57
Properties=species:S:1:pos:R:3
C 0.147 2.943 1.643
O 0.516 2.511 0.358
C 1.753 1.935 0.188
C 2.685 1.824 1.213
C 3.910 1.211 1.024
C 4.247 0.693 -0.214
C 5.493 -0.125 -0.411
C 5.251 -1.550 0.138
N 3.917 -2.000 -0.190
C 2.924 -1.862 0.738
O 3.156 -1.837 1.932
C 1.548 -1.714 0.194
C 1.155 -2.120 -1.084
C -0.108 -1.850 -1.564
C -1.009 -1.154 -0.765
N -2.274 -0.791 -1.117
C -2.878 -0.155 -0.173
N -4.105 0.366 -0.276
C -4.829 0.869 0.865
C -5.677 -0.249 1.498
C -6.076 -1.267 0.423
C -6.285 -0.561 -0.914
C -4.942 -0.001 -1.404
S -1.924 0.068 1.325
C -0.614 -0.772 0.536
C 0.643 -1.049 1.018
C 3.332 0.827 -1.247
C 2.092 1.434 -1.081
O 1.338 1.450 -2.218
C 0.044 2.006 -2.238
H -0.874 3.309 1.541
H 0.788 3.756 1.998
H 0.162 2.121 2.366
H 2.450 2.207 2.193
H 4.592 1.122 1.856
H 6.341 0.317 0.112
H 5.731 -0.181 -1.475
H 5.989 -2.248 -0.268
H 5.313 -1.554 1.228
H 3.656 -1.870 -1.156
H 1.837 -2.678 -1.709
H -0.412 -2.159 -2.552
H -4.127 1.285 1.589
H -5.472 1.679 0.508
H -6.565 0.193 1.952
H -5.111 -0.749 2.284
H -5.285 -2.011 0.305
H -6.983 -1.793 0.724
H -7.014 0.242 -0.787
H -6.679 -1.254 -1.657
H -4.394 -0.746 -1.982
H -5.099 0.882 -2.035
H 0.955 -0.757 2.009
H 3.554 0.449 -2.235
H -0.639 1.472 -1.576
H -0.296 1.891 -3.268
H 0.053 3.065 -1.972
```

Summary:
energy relative to the best compared isomer or geometry (same formula, charge and spin)	31.33	kcal per mole
structure (SMILES)	COc1ccc(CCNC(=O)c2ccc3nc(N4CCCCC4)sc3c2)cc1OC
frontier orbital gap	8.24	eV
E_HOMO	-7.7	eV
total energy	-1680.835952	Eh
E_LUMO	0.6	eV



No. 5
Here is a 2-piece molecular cluster, C23H27N3O4 overall in a non-equilibrium geometry from OMol25. Energies are from ωB97M-V/def2-TZVPD.

Structure (XYZ):
```
57
Properties=species:S:1:pos:R:3
C -2.449 2.789 4.288
C -2.087 1.371 3.905
O -3.102 0.736 3.169
C -2.696 -0.534 2.832
C -3.637 -1.316 2.128
N -3.448 -2.640 1.699
O -4.392 -3.197 1.106
O -2.373 -3.230 1.908
O -1.581 -0.948 3.136
H -1.654 3.276 4.857
H -2.642 3.388 3.397
H -3.358 2.804 4.889
H -1.177 1.335 3.288
H -1.902 0.744 4.790
H -4.590 -0.880 1.904
C 2.401 -10.069 1.066
N 1.481 -9.023 1.495
C 0.038 -9.295 1.683
C -0.594 -7.896 1.830
C 0.545 -6.932 1.612
C 1.749 -7.650 1.450
C 2.961 -6.969 1.310
C 2.960 -5.599 1.308
C 1.752 -4.853 1.367
C 1.699 -3.442 1.291
C 2.716 -2.514 0.963
C 2.474 -1.141 1.226
C 3.445 -0.209 0.977
C 4.698 -0.601 0.460
N 5.524 0.521 0.349
C 6.899 0.516 -0.129
C 4.818 1.767 0.717
C 3.429 1.285 1.185
C 4.936 -1.938 0.134
C 3.955 -2.868 0.360
C 0.540 -5.563 1.564
H 3.407 -9.671 0.961
H 2.419 -10.874 1.798
H 2.083 -10.472 0.107
H -0.354 -9.840 0.818
H -0.109 -9.917 2.572
H -1.396 -7.723 1.102
H -1.017 -7.751 2.831
H 3.881 -7.521 1.248
H 3.904 -5.087 1.349
H 0.742 -3.010 1.534
H 1.536 -0.836 1.654
H 7.347 -0.465 0.009
H 6.925 0.770 -1.186
H 7.492 1.243 0.420
H 5.366 2.295 1.503
H 4.760 2.423 -0.158
H 2.619 1.750 0.610
H 3.260 1.514 2.243
H 5.880 -2.223 -0.296
H 4.101 -3.868 -0.007
H -0.384 -5.026 1.684
```

Summary:
energy relative to the best compared isomer or geometry (same formula, charge and spin)	162.53	kcal per mole
frontier orbital gap	3.83	eV
E_HOMO	-5.9	eV
total energy	-1357.681983	Eh
E_LUMO	-2.1	eV



No. 6
Here is one molecule with the formula C23H27N5O2 in a non-equilibrium geometry from OMol25. Energies are from ωB97M-V/def2-TZVPD.

Structure (XYZ):
```
57
Properties=species:S:1:pos:R:3
C 8.367 2.919 -1.179
C 7.278 1.898 -1.058
C 6.130 1.975 -1.836
C 5.134 1.024 -1.726
C 5.275 -0.030 -0.828
C 4.233 -1.029 -0.717
N 4.280 -2.061 0.087
O 3.117 -2.735 -0.129
C 2.441 -2.051 -1.063
C 1.103 -2.514 -1.493
C 0.019 -1.899 -0.602
C -1.366 -2.369 -1.048
O -1.537 -3.159 -1.948
N -2.353 -1.787 -0.321
C -3.740 -1.961 -0.410
C -4.330 -3.017 -1.086
C -5.707 -3.166 -1.066
C -6.493 -2.273 -0.362
C -5.911 -1.205 0.300
C -4.535 -1.022 0.273
N -3.865 0.037 0.929
C -4.508 0.618 2.090
C -3.467 1.437 2.851
N -2.959 2.497 2.001
C -2.052 3.372 2.709
C -2.351 1.930 0.814
C -3.385 1.101 0.058
N 3.078 -0.994 -1.455
C 6.423 -0.116 -0.042
C 7.409 0.841 -0.161
H 8.069 3.734 -1.834
H 8.617 3.328 -0.201
H 9.268 2.460 -1.586
H 6.014 2.790 -2.537
H 4.242 1.080 -2.330
H 1.052 -3.601 -1.427
H 0.935 -2.211 -2.526
H 0.175 -2.198 0.438
H 0.067 -0.809 -0.660
H -2.100 -1.121 0.400
H -3.708 -3.718 -1.617
H -6.161 -3.991 -1.593
H -7.565 -2.396 -0.335
H -6.534 -0.503 0.833
H -4.887 -0.185 2.725
H -5.338 1.286 1.813
H -3.931 1.889 3.730
H -2.656 0.766 3.191
H -2.571 3.809 3.560
H -1.739 4.174 2.042
H -1.154 2.849 3.075
H -2.001 2.745 0.177
H -1.482 1.292 1.071
H -2.946 0.673 -0.845
H -4.215 1.761 -0.241
H 6.522 -0.937 0.651
H 8.299 0.773 0.448
```

Summary:
energy relative to the best compared isomer or geometry (same formula, charge and spin)	58.78	kcal per mole
structure (SMILES)	Cc1ccc(-c2noc(CCC(=O)Nc3ccccc3N3CCN(C)CC3)n2)cc1
frontier orbital gap	8.92	eV
E_HOMO	-8.3	eV
total energy	-1316.909315	Eh
E_LUMO	0.6	eV



No. 7
Here is one molecule with the formula C23H27NO3 from OMol25. Energies are from ωB97M-V/def2-TZVPD.

Structure (XYZ):
```
54
Properties=species:S:1:pos:R:3
C 4.636 -0.573 1.568
N 4.058 0.399 0.664
C 4.874 0.658 -0.510
C 4.851 -0.475 -1.543
C 3.411 -0.757 -1.965
C 2.552 -1.029 -0.733
C 2.686 0.142 0.254
C 1.757 -0.046 1.460
O 0.403 -0.060 1.008
C -0.195 1.104 0.831
O 0.242 2.181 1.156
C -1.554 0.973 0.112
O -2.027 2.281 -0.128
C -2.452 0.280 1.135
C -3.130 1.121 2.014
C -3.882 0.622 3.060
C -3.956 -0.744 3.259
C -3.291 -1.586 2.388
C -2.536 -1.098 1.329
C -1.925 -2.073 0.370
C -2.470 -1.810 -1.040
C -1.596 -0.846 -1.782
C -1.135 -1.211 -3.045
C -0.293 -0.403 -3.781
C 0.108 0.810 -3.250
C -0.340 1.186 -2.001
C -1.191 0.374 -1.248
H 5.675 -0.300 1.741
H 4.114 -0.529 2.523
H 4.610 -1.609 1.203
H 5.897 0.850 -0.178
H 4.492 1.573 -0.973
H 5.292 -1.375 -1.110
H 5.452 -0.190 -2.408
H 3.373 -1.610 -2.646
H 3.009 0.111 -2.493
H 1.505 -1.141 -1.022
H 2.871 -1.955 -0.250
H 2.353 1.055 -0.260
H 1.905 -1.014 1.941
H 1.904 0.767 2.175
H -1.409 2.895 0.305
H -3.080 2.188 1.864
H -4.402 1.301 3.719
H -4.532 -1.151 4.076
H -3.358 -2.656 2.529
H -0.838 -1.982 0.365
H -2.178 -3.088 0.682
H -3.485 -1.412 -0.964
H -2.521 -2.745 -1.601
H -1.451 -2.160 -3.456
H 0.049 -0.716 -4.756
H 0.767 1.462 -3.805
H -0.030 2.139 -1.598
```

Summary:
energy relative to the best compared isomer or geometry (same formula, charge and spin)	34.57	kcal per mole
structure (SMILES)	CN1CCCC[C@H]1COC(=O)C1(O)c2ccccc2CCc2ccccc21
frontier orbital gap	9.15	eV
E_HOMO	-8.4	eV
total energy	-1173.127203	Eh
E_LUMO	0.8	eV



No. 8
Here is C23H28AuBN5O2S as an isolated structure in a non-equilibrium geometry from OMol25. Energies are from ωB97M-V/def2-TZVPD.

Structure (XYZ):
```
61
Properties=species:S:1:pos:R:3
Au -2.130 2.129 -0.361
N -1.744 2.338 2.662
N -3.072 2.380 3.063
C -4.119 1.974 2.319
N -5.300 2.084 2.931
S -4.106 1.300 0.753
H -1.227 1.710 3.266
H -1.339 3.265 2.671
H -3.267 2.744 3.985
H -5.403 2.473 3.854
H -6.129 1.784 2.447
C -2.554 0.367 -3.248
N -2.199 1.632 -2.591
C -1.648 2.575 -3.265
C -1.199 3.763 -2.621
C -0.631 4.909 -3.145
C -0.367 5.767 -2.055
C -0.782 5.100 -0.926
N -1.326 3.887 -1.262
C -1.805 -0.781 -2.632
C -2.465 -1.715 -1.844
C -1.779 -2.803 -1.310
C -0.422 -2.952 -1.555
C 0.255 -2.003 -2.317
C -0.435 -0.926 -2.854
H -2.333 0.442 -4.317
H -3.625 0.194 -3.142
H -1.506 2.471 -4.342
H -0.432 5.096 -4.193
H 0.065 6.754 -2.087
H -0.737 5.437 0.101
H -3.530 -1.605 -1.663
H -2.307 -3.533 -0.711
H 0.109 -3.811 -1.163
H 1.317 -2.110 -2.500
H 0.090 -0.196 -3.464
C 4.068 -2.872 2.985
C 3.363 -3.117 1.643
C 2.373 -4.269 1.809
C 4.402 -3.532 0.590
C 2.665 -1.825 1.208
C 3.441 -0.716 0.841
C 2.893 0.492 0.421
C 1.523 0.543 0.384
O 0.697 1.620 -0.013
B -0.526 1.073 0.129
O -0.617 -0.188 0.598
C 0.749 -0.524 0.750
C 1.272 -1.721 1.171
H 4.573 -3.782 3.319
H 3.349 -2.579 3.755
H 4.818 -2.082 2.902
H 2.919 -5.181 2.058
H 1.813 -4.459 0.887
H 1.659 -4.086 2.617
H 4.857 -4.483 0.876
H 5.207 -2.801 0.492
H 3.938 -3.658 -0.392
H 4.520 -0.791 0.890
H 3.508 1.337 0.141
H 0.618 -2.537 1.451
```

Summary:
net charge	+1
energy relative to the best compared isomer or geometry (same formula, charge and spin)	37.60	kcal per mole
frontier orbital gap	6.18	eV
E_HOMO	-10.4	eV
total energy	-1876.050489	Eh
E_LUMO	-4.3	eV



What did the first record say?
Here is one molecule with the formula C23H27FN2O2 from OMol25. Energies are from ωB97M-V/def2-TZVPD.

Structure (XYZ):
```
55
Properties=species:S:1:pos:R:3
O 0.744 -1.022 2.495
C 1.052 -0.828 1.327
C 0.942 0.512 0.717
C 0.216 1.455 1.328
C 0.019 2.825 0.904
C 0.446 3.316 -0.335
C 0.235 4.627 -0.688
C -0.408 5.511 0.184
O -0.542 6.784 -0.274
C -1.226 7.744 0.503
C -2.748 7.584 0.424
C -3.255 7.894 -0.978
F -3.145 9.240 -1.233
C -0.840 5.036 1.419
C -0.629 3.715 1.762
N 1.567 -1.832 0.562
C 1.670 -1.873 -0.876
C 0.597 -2.803 -1.450
N 0.767 -4.131 -0.897
C -0.121 -5.108 -1.501
C 0.276 -6.509 -1.122
C -0.675 -7.453 -0.761
C -0.295 -8.743 -0.434
C 1.041 -9.101 -0.457
C 1.997 -8.163 -0.812
C 1.616 -6.876 -1.146
C 0.622 -4.085 0.548
C 1.683 -3.157 1.136
H 1.496 0.721 -0.184
H -0.275 1.169 2.251
H 0.942 2.659 -1.034
H 0.564 5.006 -1.644
H -0.942 8.707 0.069
H -0.887 7.719 1.545
H -3.217 8.266 1.135
H -3.032 6.561 0.673
H -2.659 7.377 -1.736
H -4.315 7.641 -1.088
H -1.338 5.683 2.124
H -0.968 3.363 2.725
H 1.559 -0.883 -1.313
H 2.657 -2.271 -1.138
H 0.708 -2.856 -2.536
H -0.402 -2.385 -1.221
H -0.038 -5.002 -2.589
H -1.177 -4.929 -1.227
H -1.721 -7.178 -0.737
H -1.045 -9.470 -0.157
H 1.338 -10.107 -0.199
H 3.042 -8.437 -0.830
H 2.352 -6.137 -1.420
H 0.755 -5.094 0.944
H -0.379 -3.721 0.841
H 1.557 -3.069 2.215
H 2.678 -3.550 0.907
```

Summary:
energy relative to the best compared isomer or geometry (same formula, charge and spin)	50.07	kcal per mole
structure (SMILES)	O=C(/C=C/c1ccc(OCCCF)cc1)N1CCN(Cc2ccccc2)CC1
frontier orbital gap	8.55	eV
E_HOMO	-8.2	eV
total energy	-1252.478631	Eh
E_LUMO	0.3	eV



What is the formula in the second record? C23H27N3O3S



Look up the E_HOMO of the eighth one. -10.4 eV